[1]
Here is a 2-piece molecular cluster, C22H39F5NOP overall from the OMol25 dataset. Energies are from ωB97M-V with the def2-TZVPD basis set.

Computed properties:
E_LUMO = 0.62 eV
gap between HOMO and LUMO = 0.3637 Ha
spin multiplicity = 1
E = -1832.02188 hartree
highest occupied orbital energy = -9.277 eV
SMILES = CCCCCCCCCCC[PH](N)(O)CCCC(F)(F)C(F)(F)F.c1ccccc1

Atoms and positions in Å:
C: 5.5312 -2.1257 3.7012
C: 6.2383 -2.7229 2.3385
C: 5.1278 -2.5345 1.1243
C: 5.7609 -2.6298 -0.3849
C: 5.0287 -1.6887 -1.5090
C: 3.3902 -1.7105 -1.4785
C: 2.9074 -0.1947 -1.9954
C: 2.6790 0.7943 -0.6804
C: 1.1250 1.3595 -0.6246
C: 0.6047 1.2742 0.9278
C: -1.0346 1.5834 0.8867
P: -1.9350 0.0273 0.2423
N: -1.8881 -0.7419 1.8884
O: -2.1952 0.7312 -1.3517
C: -3.8604 -0.2463 0.3149
C: -4.1579 -1.6174 -0.5508
C: -5.4405 -2.4520 0.0912
C: -5.1836 -4.0884 -0.1227
F: -4.2601 -4.6045 0.9511
F: -4.4311 -4.3202 -1.4108
C: -6.5918 -4.9531 -0.1692
F: -7.6326 -4.3446 -1.0421
F: -7.0963 -5.1975 1.2277
F: -6.2738 -6.3004 -0.7475
H: 5.3625 -0.9564 3.6041
H: 6.1288 -2.3794 4.6749
H: 4.4547 -2.6189 3.8113
H: 7.2625 -2.2258 2.0624
H: 6.3394 -3.8968 2.5146
H: 4.3824 -3.4608 1.2291
H: 4.4829 -1.5481 1.2884
H: 5.8516 -3.7708 -0.6877
H: 6.8873 -2.2439 -0.2957
H: 5.4911 -0.6022 -1.4393
H: 5.3450 -2.1007 -2.5837
H: 2.9237 -2.4638 -2.2470
H: 2.9100 -1.8423 -0.4195
H: 1.9602 -0.2286 -2.6815
H: 3.8145 0.2929 -2.5959
H: 3.3750 1.7329 -0.7556
H: 2.8709 0.2343 0.3344
H: 1.0207 2.4578 -1.0172
H: 0.4876 0.6512 -1.3343
H: 0.7368 0.1712 1.2959
H: 1.1746 2.0662 1.6064
H: -1.1639 2.5278 0.2029
H: -1.4471 1.8610 1.9661
H: -1.1423 -1.0452 -0.3096
H: -2.2772 -0.0598 2.5774
H: -0.9091 -1.0234 2.1192
H: -2.5784 1.6588 -1.2727
H: -4.3367 0.6935 -0.2390
H: -4.2435 -0.3472 1.4249
H: -4.4150 -1.3727 -1.6692
H: -3.1710 -2.2827 -0.4997
H: -5.5664 -2.2187 1.2446
H: -6.4334 -2.1309 -0.4669
C: -2.1204 7.2008 -0.2849
C: -2.9264 6.0643 -0.2249
C: -2.6364 4.9597 -1.0252
C: -1.5418 4.9930 -1.8895
C: -0.7412 6.1329 -1.9563
C: -1.0290 7.2363 -1.1534
H: -2.3426 8.0588 0.3436
H: -3.7809 6.0392 0.4467
H: -3.2628 4.0729 -0.9757
H: -1.3141 4.1316 -2.5112
H: 0.1084 6.1614 -2.6342
H: -0.4036 8.1237 -1.2038

Löwdin population analysis, charges in e, atoms 1 to 4: -0.169, -0.261, -0.248, -0.227



[2]
Here is C22H39N2O2P3Pd as an isolated structure from the OMol25 dataset. Energies are from ωB97M-V with the def2-TZVPD basis set.

Computed properties:
E_LUMO (alpha / beta) = -11.91 / -15.36 eV
net charge = +4
<S²> = 6.043
gap between HOMO and LUMO (alpha / beta) = 0.2368 / 0.1672 Ha
spin multiplicity = 5
E = -2271.98277 hartree
highest occupied orbital energy (alpha / beta) = -18.352 / -19.914 eV

Atoms and positions in Å:
P: 3.1960 -0.0483 0.0360
C: 3.8278 -0.2869 1.6858
H: 4.9287 -0.2437 1.6394
H: 3.5345 -1.2715 2.0809
H: 3.4544 0.4986 2.3571
C: 3.4321 -1.5828 -0.8529
H: 3.0243 -1.5673 -1.8701
H: 3.0092 -2.4370 -0.3084
H: 4.5235 -1.7311 -0.9276
C: 4.0921 1.2621 -0.7923
H: 5.1428 0.9584 -0.8864
H: 4.0261 2.1827 -0.1963
H: 3.6708 1.4441 -1.7912
P: -0.8917 3.0266 -0.6849
C: -0.9127 3.7999 0.9515
H: -1.3524 4.8072 0.8720
H: 0.1100 3.8736 1.3418
H: -1.5133 3.1856 1.6325
C: 0.1036 4.2011 -1.6559
H: 0.1006 3.9360 -2.7188
H: 1.1375 4.1689 -1.2857
H: -0.2965 5.2180 -1.5272
C: -2.5916 3.2909 -1.2731
H: -2.7649 4.3654 -1.4292
H: -3.2897 2.9117 -0.5128
H: -2.7692 2.7498 -2.2094
P: -2.6719 -1.7345 0.0898
C: -3.3025 -2.0775 1.7155
H: -3.8768 -3.0156 1.6652
H: -3.9610 -1.2624 2.0537
H: -2.4771 -2.1993 2.4348
C: -3.9897 -1.3586 -1.0527
H: -4.7454 -2.1492 -0.9612
H: -3.6161 -1.3279 -2.0843
H: -4.4436 -0.3905 -0.8015
C: -1.7493 -3.1648 -0.4413
H: -2.4637 -3.9967 -0.5202
H: -0.9758 -3.4232 0.2962
H: -1.2649 -3.0206 -1.4124
Pd: -0.1692 0.5255 -1.2947
C: 1.4700 0.7658 0.1643
O: 1.3468 1.5645 1.0673
C: -1.7167 -0.0930 0.1573
O: -2.0564 0.6873 1.0292
C: -1.4448 0.1947 -3.1489
C: -0.8211 -1.0356 -2.9658
C: 0.5604 -1.0905 -2.7903
C: 1.3320 0.0574 -2.9922
C: 0.7113 1.2774 -3.2358
C: -0.6786 1.3442 -3.3438
H: -2.5354 0.2645 -3.1287
H: -1.4129 -1.9518 -2.9273
H: 1.0376 -2.0369 -2.5197
H: 2.4192 0.0099 -2.9308
H: 1.3137 2.1869 -3.2904
H: -1.1748 2.2978 -3.5258
N: 0.8089 -2.7067 1.2477
C: 0.5854 -2.0555 2.4455
C: 0.7629 -2.7562 3.6611
C: 0.5240 -2.0680 4.8451
C: 0.1097 -0.7303 4.7684
C: -0.0528 -0.1431 3.5110
N: 0.1568 -0.8006 2.3661
H: 0.9428 -2.1297 0.4143
H: 1.3082 -3.5863 1.2693
H: 1.0760 -3.7941 3.6028
H: 0.6581 -2.5562 5.8112
H: -0.0908 -0.1310 5.6561
H: -0.3646 0.8979 3.4212

Löwdin population analysis, charges in e, atoms 1 to 4: 0.864, -0.158, 0.099, 0.064



[3]
Here is a 8-piece molecular cluster, C22H39N5O3S3 overall from the OMol25 dataset. Energies are from ωB97M-V with the def2-TZVPD basis set.

Computed properties:
E_LUMO = 0.43 eV
gap between HOMO and LUMO = 0.3063 Ha
spin multiplicity = 1
E = -2555.56641 hartree
highest occupied orbital energy = -7.907 eV

Atoms and positions in Å:
C: -2.0305 1.2940 4.7422
S: -0.6290 0.6346 3.7711
O: -0.2567 1.8090 2.9215
C: 0.6017 0.5075 5.0872
H: -2.5752 0.5619 5.3360
H: -2.6861 1.6034 3.9285
H: -1.6925 2.1409 5.3344
H: 1.0857 1.4738 5.2606
H: 1.3746 -0.2083 4.8257
H: 0.1253 0.3139 6.0498
C: -2.9917 0.1682 -4.0671
S: -3.0986 -0.7800 -2.4977
O: -2.9234 0.1918 -1.3563
C: -4.7982 -1.3455 -2.6147
H: -3.9695 0.6035 -4.2696
H: -2.3953 -0.2888 -4.8499
H: -2.4042 1.0595 -3.8155
H: -4.9645 -2.1839 -3.2825
H: -5.4549 -0.4864 -2.8080
H: -5.2122 -1.5957 -1.6320
C: 3.0728 -0.2717 2.3418
S: 4.8210 0.1206 2.7970
O: 5.4946 -1.1914 3.1285
C: 4.4704 1.0285 4.3211
H: 2.5415 0.6647 2.1547
H: 2.6522 -1.0128 3.0173
H: 3.0157 -0.7359 1.3514
H: 5.2243 1.8000 4.4807
H: 4.5286 0.4278 5.2325
H: 3.4818 1.4872 4.2967
C: 1.4287 -4.6404 -1.1210
C: 2.4258 -3.8080 -0.4730
N: 3.2096 -3.1893 0.0895
H: 1.8826 -4.9910 -2.0457
H: 0.4622 -4.1560 -1.2395
H: 1.2066 -5.4795 -0.4563
C: -0.0350 0.7741 -0.0831
C: 0.1526 -0.4059 -0.9136
N: 0.3014 -1.3217 -1.5839
H: 0.4717 0.6043 0.8742
H: -1.1010 0.8248 0.1240
H: 0.4226 1.7192 -0.3695
N: -0.4324 4.2233 -1.0843
C: 0.8710 4.2387 -1.5211
C: 0.9425 3.4370 -2.6281
C: -0.3481 2.9696 -2.9133
C: -1.1911 3.4977 -1.9738
H: -0.7819 4.6413 -0.2446
H: 1.6037 4.7345 -0.9057
H: 1.7776 3.3142 -3.2998
H: -0.6315 2.2933 -3.7020
H: -2.2407 3.2989 -1.8257
N: 4.1019 -0.3890 -5.0220
C: 3.0261 -1.2313 -5.0850
C: 1.9711 -0.6667 -4.4124
C: 2.4769 0.4884 -3.8032
C: 3.7851 0.6570 -4.1796
H: 4.9989 -0.4259 -5.4635
H: 3.0811 -2.1203 -5.6954
H: 0.9684 -1.0546 -4.3897
H: 2.0052 1.0856 -3.0390
H: 4.4840 1.4311 -3.9136
N: -3.5999 -1.1809 1.3436
C: -2.4948 -1.8357 1.8538
C: -2.8900 -2.4831 3.0016
C: -4.2775 -2.2569 3.1668
C: -4.6661 -1.4041 2.1693
H: -3.4436 -0.5147 0.5987
H: -1.5214 -1.7482 1.4023
H: -2.2770 -3.1005 3.6388
H: -4.8884 -2.6145 3.9785
H: -5.6451 -1.0052 1.9610

Löwdin population analysis, charges in e, atoms 1 to 4: -0.240, 0.811, -0.567, -0.263



[4]
Here is C22H40BiN8O5P2S2Se2Te2 as an isolated structure from the OMol25 dataset. Energies are from ωB97M-V with the def2-TZVPD basis set.

Computed properties:
E_LUMO (alpha / beta) = 0.08 / 0.07 eV
<S²> = 0.762
gap between HOMO and LUMO (alpha / beta) = 0.1561 / 0.2353 Ha
spin multiplicity = 2
E = -8709.37167 hartree
highest occupied orbital energy (alpha / beta) = -4.172 / -6.329 eV

Atoms and positions in Å:
Bi: 2.0704 -1.7071 0.1547
N: 0.7303 -4.8891 -2.5843
C: 1.4457 -4.2434 -3.5950
C: 1.9961 -3.1350 -3.0400
N: 1.6815 -3.0701 -1.7072
C: 0.9016 -4.1494 -1.4285
C: 0.3942 -4.3398 -0.1498
N: 0.7343 -3.4927 0.8602
C: 0.0592 -3.9091 1.9790
C: -0.6866 -5.0027 1.6888
N: -0.4844 -5.2832 0.3392
H: 0.2926 -5.7863 -2.6582
H: 1.4989 -4.6402 -4.5917
H: 2.5869 -2.3653 -3.5067
H: 0.1791 -3.4044 2.9225
H: -1.3289 -5.6044 2.3048
H: -0.9080 -6.0255 -0.1811
C: -0.4206 -1.6269 6.6940
C: -0.6099 -1.2199 5.2465
O: 0.6219 -1.4415 4.5519
P: 1.0431 -0.4687 3.3224
S: 2.8172 -1.2442 2.8452
S: -0.5223 -0.3884 2.1047
O: 1.1454 0.9740 4.0344
C: 2.0212 1.1340 5.1695
C: 3.3004 1.8558 4.7999
H: -1.3538 -1.5059 7.2436
H: 0.3460 -1.0086 7.1606
H: -0.1015 -2.6672 6.7486
H: -0.8969 -0.1673 5.1712
H: -1.3901 -1.8185 4.7689
H: 2.2513 0.1554 5.5988
H: 1.4480 1.7141 5.8965
H: 3.8730 1.2530 4.0961
H: 3.8958 2.0225 5.6990
H: 3.0722 2.8082 4.3285
Se: 3.9997 -3.3523 0.6731
Te: 5.0129 -4.0552 -1.5053
Te: 5.8904 -1.6102 -2.2954
Se: 3.8431 -0.2378 -1.7324
C: -5.7250 3.1625 -2.4774
C: -4.3099 3.5837 -2.8619
N: -3.4546 2.4170 -3.0707
C: -2.9943 2.1553 -4.4309
C: -4.1117 1.7490 -5.3845
C: -2.9115 1.8305 -1.9767
O: -3.0051 2.3890 -0.8774
C: -2.3143 0.4853 -2.1561
C: -3.0937 -0.4887 -2.7823
C: -2.5857 -1.7524 -2.9509
C: -1.3082 -2.0186 -2.4905
N: -0.5428 -1.1217 -1.8760
C: -1.0386 0.0997 -1.7010
H: -6.3453 4.0401 -2.2991
H: -5.6945 2.5686 -1.5648
H: -6.1779 2.5650 -3.2683
H: -3.8839 4.1891 -2.0618
H: -4.3166 4.1703 -3.7804
H: -2.2355 1.3778 -4.3954
H: -2.5179 3.0679 -4.8060
H: -4.5690 0.8120 -5.0697
H: -3.7021 1.6149 -6.3847
H: -4.8838 2.5167 -5.4319
H: -4.0974 -0.2433 -3.1054
H: -3.1651 -2.5252 -3.4366
H: -0.8675 -3.0003 -2.6224
H: -0.3727 0.8058 -1.2182
N: -0.0888 2.8493 1.3556
C: 0.8325 3.3899 0.3376
P: 2.4680 2.7264 0.8696
O: 2.9914 3.5469 1.9903
O: 2.3524 1.2405 0.9881
C: 3.6204 3.0500 -0.5717
N: 4.8261 2.2781 -0.1393
H: 0.0694 3.2973 2.2563
H: 0.1022 1.8180 1.5229
H: -1.0931 2.8765 1.0528
H: 0.8093 4.4785 0.3367
H: 0.5662 3.0215 -0.6530
H: 3.8446 4.1113 -0.6506
H: 3.2707 2.6430 -1.5188
H: 4.6216 1.2698 -0.4395
H: 4.8827 2.3261 0.8846
H: 5.6997 2.5701 -0.5676

Löwdin population analysis, charges in e, atoms 1 to 4: 1.033, 0.072, -0.121, -0.243



[5]
Here is C22H40BiN8O5P2S2Se2Te2 as an isolated structure from the OMol25 dataset. Energies are from ωB97M-V with the def2-TZVPD basis set.

Computed properties:
E_LUMO (alpha / beta) = 0.14 / 0.14 eV
<S²> = 0.761
gap between HOMO and LUMO (alpha / beta) = 0.1658 / 0.2498 Ha
spin multiplicity = 2
E = -8709.37572 hartree
highest occupied orbital energy (alpha / beta) = -4.370 / -6.660 eV

Atoms and positions in Å:
Bi: -0.0597 0.2534 0.0758
N: -3.1918 1.0063 -3.0745
C: -3.8472 -0.1667 -2.6772
C: -3.1493 -0.6665 -1.6341
N: -2.0596 0.1386 -1.3593
C: -2.0960 1.1640 -2.2520
C: -1.1527 2.1793 -2.1663
N: -0.2089 2.1654 -1.1670
C: 0.5827 3.2841 -1.3459
C: 0.1499 3.9903 -2.4088
N: -0.9308 3.2856 -2.9609
H: -3.3926 1.5346 -3.9015
H: -4.7498 -0.5055 -3.1547
H: -3.3544 -1.5398 -1.0338
H: 1.3946 3.5049 -0.6726
H: 0.5030 4.9152 -2.8301
H: -1.5568 3.6364 -3.6597
C: -2.9819 -5.7221 -0.9376
C: -2.0738 -4.5592 -1.2691
O: -1.9141 -3.7179 -0.1104
P: -0.4880 -3.4291 0.5720
S: -0.8224 -2.1764 2.0371
S: 0.8248 -3.0713 -0.8989
O: -0.0337 -4.8788 1.1581
C: -0.8961 -5.5499 2.1003
C: -0.3150 -5.5045 3.4970
H: -3.0798 -6.3633 -1.8158
H: -3.9722 -5.3733 -0.6433
H: -2.5678 -6.3173 -0.1231
H: -2.5064 -3.9376 -2.0521
H: -1.1025 -4.9086 -1.6147
H: -0.9859 -6.5799 1.7559
H: -1.8859 -5.0928 2.0909
H: 0.6918 -5.9293 3.5171
H: -0.9483 -6.0878 4.1689
H: -0.2832 -4.4748 3.8550
Se: -2.1404 1.2313 1.4544
Te: -1.3198 1.8397 3.7462
Te: 0.6537 3.4795 2.8891
Se: 1.8188 1.6602 1.6024
C: 3.1792 -0.9669 -8.2556
C: 2.6726 0.2916 -7.5600
N: 3.0757 0.3657 -6.1559
C: 4.1182 1.3195 -5.7943
C: 5.5152 0.8785 -6.2123
C: 2.3654 -0.3853 -5.2699
O: 1.4151 -1.0689 -5.6152
C: 2.7884 -0.3305 -3.8279
C: 3.9528 -0.9212 -3.3679
C: 4.2784 -0.8005 -2.0283
C: 3.4274 -0.0903 -1.1934
N: 2.2789 0.4381 -1.6177
C: 1.9692 0.3053 -2.9058
H: 2.9250 -0.9417 -9.3171
H: 2.7129 -1.8449 -7.8091
H: 4.2626 -1.0598 -8.1579
H: 1.5841 0.2997 -7.5948
H: 3.0443 1.1865 -8.0605
H: 4.0901 1.4813 -4.7203
H: 3.8820 2.2741 -6.2705
H: 5.7481 -0.1053 -5.8011
H: 6.2541 1.5895 -5.8374
H: 5.6097 0.8320 -7.2986
H: 4.6004 -1.4644 -4.0477
H: 5.1933 -1.2210 -1.6334
H: 3.6725 0.0606 -0.1482
H: 1.0276 0.7475 -3.2248
N: 3.2092 -3.8414 0.6420
C: 2.6516 -3.8644 2.0259
P: 2.7299 -2.0938 2.5244
O: 4.1614 -1.7770 2.8146
O: 1.9665 -1.2902 1.5271
C: 1.7214 -1.9609 4.0558
N: 1.5270 -0.4810 4.1870
H: 3.9608 -3.1538 0.5807
H: 2.3670 -3.4984 0.0360
H: 3.5394 -4.7372 0.2982
H: 3.2641 -4.4658 2.6962
H: 1.6418 -4.2582 1.9637
H: 2.2228 -2.3610 4.9332
H: 0.7416 -2.4152 3.9124
H: 1.1683 -0.1072 3.2775
H: 2.4279 -0.0092 4.2799
H: 0.8984 -0.1893 4.9298

Löwdin population analysis, charges in e, atoms 1 to 4: 1.141, 0.082, -0.104, -0.155



[6]
Here is a 3-piece molecular cluster, C22H40BrF2N3O14PS2 overall from the OMol25 dataset. Energies are from ωB97M-V with the def2-TZVPD basis set.

Computed properties:
E_LUMO = -4.10 eV
net charge = +1
gap between HOMO and LUMO = 0.2661 Ha
spin multiplicity = 1
E = -5991.07431 hartree
highest occupied orbital energy = -11.341 eV

Atoms and positions in Å:
C: -2.9383 -6.6321 0.8425
C: -3.1877 -5.5608 -0.1908
O: -3.2284 -4.2229 0.3710
C: -2.1469 -3.4098 0.1228
P: -0.4166 -4.0092 0.8701
O: -0.1781 -5.4236 0.1012
O: -0.9810 -4.5512 2.2986
N: -2.3947 -2.1736 0.8678
C: -2.0413 -1.0634 0.3303
C: -2.1851 0.1637 1.1558
C: -2.8379 1.4290 0.5644
C: -1.9064 2.6367 0.4988
C: -1.0773 2.8173 1.7611
C: -0.2504 4.1021 1.7921
C: 0.5765 4.3176 0.5346
C: 1.6068 3.2150 0.2321
C: 2.9671 3.7691 -0.1935
C: 4.2095 3.0490 0.3355
O: 4.1069 1.6462 0.4530
C: 4.1910 1.0934 1.7471
C: -1.4314 -1.3526 -1.0601
N: -0.0403 -1.4659 -0.8332
N: -1.9142 -0.5135 -2.2414
C: -1.3863 -1.0848 -3.4567
O: -1.9738 -1.7456 -4.2345
F: -0.0940 -0.7732 -3.6467
C: -1.5403 0.8826 -2.2310
O: -2.2717 1.7583 -2.5329
F: -0.2788 1.0936 -1.8758
C: -2.0308 -2.7980 -1.2965
Br: -3.8404 -2.6988 -1.9840
H: -3.8706 -6.9403 1.2973
H: -2.2555 -6.3154 1.6159
H: -2.5098 -7.4967 0.3504
H: -4.1479 -5.7020 -0.6677
H: -2.4492 -5.5951 -0.9842
H: 0.3291 -5.2619 -0.7028
H: -1.8909 -4.2824 2.4744
H: -2.7924 -2.2338 1.7970
H: -2.7761 -0.1572 2.0051
H: -1.1983 0.3756 1.5592
H: -3.2987 1.1944 -0.3885
H: -3.6645 1.6813 1.2165
H: -2.5337 3.5156 0.3742
H: -1.2484 2.6283 -0.3560
H: -1.7010 2.7583 2.6499
H: -0.3581 2.0058 1.8414
H: -0.9134 4.9504 1.9281
H: 0.4365 4.0134 2.6282
H: 1.1114 5.2525 0.6680
H: -0.0589 4.4792 -0.3290
H: 1.7025 2.4890 1.0336
H: 1.2355 2.6634 -0.6241
H: 3.0365 3.7498 -1.2753
H: 3.0468 4.8113 0.0950
H: 4.9998 3.2236 -0.3895
H: 4.5467 3.5087 1.2628
H: 4.7523 1.7350 2.4225
H: 3.2374 0.8283 2.1982
H: 4.7413 0.1601 1.6603
H: 0.4110 -0.6119 -0.5381
H: 0.4705 -1.9037 -1.5842
H: -1.3966 -3.4097 -1.9251
C: -1.0019 1.5783 -7.0620
C: -0.2847 1.5623 -5.7266
O: 0.8529 2.4026 -5.9315
S: 0.4872 3.5830 -6.9565
O: 0.1467 4.7477 -6.2268
O: 1.4707 3.6028 -7.9720
O: -0.8629 2.9296 -7.5145
H: -0.5207 0.9147 -7.7825
H: -2.0558 1.3263 -6.9826
H: 0.0428 0.5782 -5.4475
H: -0.9035 2.0041 -4.9401
C: 3.3427 -0.9346 6.6808
C: 3.9386 -1.8383 5.6210
O: 2.7993 -2.2251 4.8231
S: 1.7535 -1.0329 4.7676
O: 1.9285 -0.2924 3.5645
O: 0.4730 -1.5481 5.1028
O: 2.3386 -0.1821 5.9678
H: 2.8526 -1.5023 7.4719
H: 4.0668 -0.2525 7.1141
H: 4.4119 -2.7238 6.0317
H: 4.6446 -1.3061 4.9821

Löwdin population analysis, charges in e, atoms 1 to 4: -0.050, -0.226, -0.158, -0.595